#i
Formula: C6H10O
Source: OMol25
Level of theory: the ωB97M-V functional and the def2-TZVPD basis

LUMO level, eV: 0.75
Highest occupied orbital energy, eV: -8.13

Structure (XYZ):
```
17
C6H10O | OMol25 | the ωB97M-V functional and the def2-TZVPD basis
C 2.32 0.09 -0.28
C 0.92 -0.51 -0.20
C 0.01 -0.32 1.01
C -1.24 -0.27 0.07
O -2.09 -1.36 -0.05
C -1.70 1.09 -0.07
C -0.26 0.08 -0.98
H 3.00 -0.32 0.47
H 2.26 1.18 -0.15
H 2.76 -0.10 -1.27
H 0.99 -1.60 -0.41
H 0.23 0.65 1.46
H -0.08 -1.10 1.76
H -2.81 -1.23 0.57
H -2.67 1.23 -0.58
H -1.41 1.91 0.57
H -0.23 0.58 -1.92
```


#ii
Formula: C6H10O
Source: OMol25
Level of theory: the ωB97M-V functional and the def2-TZVPD basis

LUMO level, eV: 0.91
Highest occupied orbital energy, eV: -8.17

Structure (XYZ):
```
17
C6H10O | OMol25 | the ωB97M-V functional and the def2-TZVPD basis
C 1.34 -1.22 0.96
C 0.35 -0.30 0.29
C -0.66 -0.85 -0.76
C -1.80 0.17 -0.88
O -1.59 0.98 -1.90
C 0.65 1.08 -0.17
C -0.31 0.82 1.02
H 2.00 -1.72 0.24
H 1.98 -0.64 1.64
H 0.84 -1.98 1.56
H -1.14 -1.77 -0.41
H -0.13 -1.06 -1.70
H -2.28 1.65 -1.86
H 1.53 1.61 0.18
H 0.47 1.27 -1.23
H 0.15 1.23 1.90
H -1.40 0.75 1.15
```


Stability check: which of them is most stable? #i.


#i
Formula: C6H10O
Source: OMol25
Level of theory: the ωB97M-V functional and the def2-TZVPD basis

LUMO level, eV: 1.04
SMILES: C=C1C[C@@H](C)CO1
Highest occupied orbital energy, eV: -9.08

Structure (XYZ):
```
17
C6H10O | OMol25 | the ωB97M-V functional and the def2-TZVPD basis
C 0.03 1.30 -1.57
C -0.79 0.92 -0.60
C -1.23 -0.50 -0.40
C -0.12 -0.79 0.63
C 1.29 -0.93 0.03
C -0.19 0.51 1.47
O -0.80 1.50 0.65
H 0.08 0.75 -2.50
H 0.56 2.24 -1.53
H -1.21 -1.12 -1.29
H -2.21 -0.55 0.08
H -0.34 -1.67 1.23
H 1.29 -1.62 -0.81
H 1.96 -1.32 0.79
H 1.67 0.02 -0.32
H -0.78 0.39 2.38
H 0.81 0.86 1.75
```


#ii
Formula: C6H10O
Source: OMol25
Level of theory: the ωB97M-V functional and the def2-TZVPD basis

LUMO level, eV: 1.07
SMILES: C=C1CO[C@H]2C[C@@H]12.[H][H]
Highest occupied orbital energy, eV: -8.96

Structure (XYZ):
```
17
C6H10O | OMol25 | the ωB97M-V functional and the def2-TZVPD basis
C 2.04 -0.47 -0.04
C 0.82 0.06 -0.08
C 0.39 1.37 0.56
O -1.03 1.33 0.68
C -1.52 0.34 -0.18
C -1.17 0.42 -1.63
C -0.40 -0.51 -0.71
H 2.26 -1.40 -0.56
H 2.85 0.01 0.49
H 0.69 2.23 -0.06
H 0.82 1.52 1.56
H -2.47 -0.06 0.15
H -0.68 1.31 -2.01
H -1.85 -0.06 -2.34
H -0.48 -1.59 -0.83
H -0.23 -2.57 2.66
H -0.04 -1.93 2.35
```


Stability check: which of them is most stable? #i.


#i
Formula: C6H10O
Source: OMol25
Level of theory: the ωB97M-V functional and the def2-TZVPD basis

LUMO level, eV: 1.10
SMILES: C1=CCC1.CC=O
Highest occupied orbital energy, eV: -9.44

Structure (XYZ):
```
17
C6H10O | OMol25 | the ωB97M-V functional and the def2-TZVPD basis
C -1.14 -1.40 -0.02
C -0.85 -0.66 -1.10
C -1.54 0.58 -0.57
C -1.88 -0.28 0.69
H -0.93 -2.43 0.26
H -0.34 -0.87 -2.03
H -2.40 0.93 -1.14
H -0.88 1.43 -0.36
H -1.42 0.08 1.62
H -2.95 -0.45 0.84
C 2.38 0.61 -0.27
C 1.60 0.22 0.95
O 0.91 0.98 1.60
H 2.18 1.66 -0.51
H 3.45 0.47 -0.09
H 2.10 -0.03 -1.11
H 1.71 -0.85 1.26
```


#ii
Formula: C6H10O
Source: OMol25
Level of theory: the ωB97M-V functional and the def2-TZVPD basis

LUMO level, eV: 0.77
Highest occupied orbital energy, eV: -7.95

Structure (XYZ):
```
17
C6H10O | OMol25 | the ωB97M-V functional and the def2-TZVPD basis
C 2.28 -0.14 0.13
C 0.80 0.03 0.55
C 0.21 1.20 -0.14
C -1.26 1.25 -0.21
C -1.89 0.08 -0.07
C -1.08 -1.09 0.33
O -1.49 -2.25 -0.30
H 2.44 -0.23 -0.95
H 2.90 0.74 0.43
H 2.74 -1.01 0.60
H 0.70 -0.06 1.63
H 0.42 0.57 -1.02
H 0.71 2.18 -0.13
H -1.76 2.13 -0.59
H -2.89 -0.07 -0.48
H -0.92 -1.33 1.37
H -1.91 -2.02 -1.15
```


Stability check: which of them is most stable? #i.


#i
Formula: C2H4ClNO
Source: OMol25
Level of theory: the ωB97M-V functional and the def2-TZVPD basis

LUMO level, eV: 0.60
SMILES: NC(=O)CCl
Highest occupied orbital energy, eV: -10.08

Structure (XYZ):
```
9
C2H4ClNO | OMol25 | the ωB97M-V functional and the def2-TZVPD basis
N 0.17 1.13 -0.78
C 0.06 -0.20 -0.61
O 0.48 -1.09 -1.42
C -0.05 -0.62 0.89
Cl -1.72 -1.23 1.30
H 0.06 1.78 -0.07
H 0.25 1.52 -1.71
H 0.16 0.21 1.56
H 0.59 -1.50 0.83
```


#ii
Formula: C2H4ClNO
Source: OMol25
Level of theory: the ωB97M-V functional and the def2-TZVPD basis

LUMO level, eV: 0.42
SMILES: COC#N.Cl
Highest occupied orbital energy, eV: -11.09

Structure (XYZ):
```
9
C2H4ClNO | OMol25 | the ωB97M-V functional and the def2-TZVPD basis
C 0.67 -1.24 -1.44
O -0.52 -0.56 -1.03
C -0.68 0.06 0.07
N -0.96 0.63 1.02
H 1.72 -1.05 -0.82
H 0.89 -1.09 -2.50
H 0.58 -2.38 -1.37
Cl -1.01 3.31 3.38
H -0.70 2.31 2.68
```


Stability check: which of them is most stable? #i.


#i
Formula: C2H4ClNO
Source: OMol25
Level of theory: the ωB97M-V functional and the def2-TZVPD basis

LUMO level, eV: 0.65
Highest occupied orbital energy, eV: -8.15

Structure (XYZ):
```
9
C2H4ClNO | OMol25 | the ωB97M-V functional and the def2-TZVPD basis
C -1.51 1.14 -0.15
C 2.03 -0.53 -0.27
N -2.64 1.37 0.33
O 2.50 -1.61 0.25
Cl -0.71 -0.58 -0.02
H 2.09 -0.69 -1.39
H -1.03 1.83 -0.78
H -3.15 0.68 0.74
H 2.43 -1.61 1.30
```


#ii
Formula: C2H4ClNO
Source: OMol25
Level of theory: the ωB97M-V functional and the def2-TZVPD basis

LUMO level, eV: 0.19
Highest occupied orbital energy, eV: -9.00

Structure (XYZ):
```
9
C2H4ClNO | OMol25 | the ωB97M-V functional and the def2-TZVPD basis
C -0.37 1.52 0.12
C -0.12 -1.13 -0.09
N 0.62 -0.14 0.55
O -1.51 1.37 -0.27
Cl 2.17 0.12 -0.21
H 0.18 2.33 0.29
H -0.01 -1.08 -1.12
H 0.24 -2.12 0.42
H -1.20 -0.87 0.32
```


#iii
Formula: C2H4ClNO
Source: OMol25
Level of theory: the ωB97M-V functional and the def2-TZVPD basis

LUMO level, eV: 0.70
Highest occupied orbital energy, eV: -8.97

Structure (XYZ):
```
9
C2H4ClNO | OMol25 | the ωB97M-V functional and the def2-TZVPD basis
C -0.08 -1.52 -0.36
C 0.51 0.63 0.24
N -0.85 1.07 0.18
O 0.85 -0.68 -0.31
Cl 0.43 -3.14 -1.05
H -1.53 0.52 0.80
H 1.34 1.19 -0.12
H 0.63 0.60 1.30
H -1.31 1.33 -0.68
```


Stability check: which of them is most stable? #iii.


#i
Formula: CH3NO4
Source: OMol25
Level of theory: the ωB97M-V functional and the def2-TZVPD basis

LUMO level, eV: 0.64
SMILES: O=C(NO)OO
Highest occupied orbital energy, eV: -9.79

Structure (XYZ):
```
9
CH3NO4 | OMol25 | the ωB97M-V functional and the def2-TZVPD basis
O -1.13 0.29 -0.58
C -0.04 0.16 -0.11
N 0.50 -1.03 0.23
O 0.09 -2.23 -0.27
O 0.78 1.34 0.37
O 0.01 2.46 0.14
H 1.23 -1.27 0.91
H -0.55 -1.95 -0.93
H -0.89 2.23 0.22
```


#ii
Formula: CH3NO4
Source: OMol25
Level of theory: the ωB97M-V functional and the def2-TZVPD basis

LUMO level (spin up / spin down), eV: -3.43 / -1.89
Highest occupied orbital energy (spin up / spin down), eV: -11.15 / -10.78

Structure (XYZ):
```
9
CH3NO4 | OMol25 | the ωB97M-V functional and the def2-TZVPD basis
C -0.03 0.14 0.10
N -3.81 0.05 -0.05
O -3.90 1.24 -0.02
O -4.72 -0.75 -0.30
O -1.10 0.63 0.70
O -2.73 -0.55 0.18
H 0.89 0.65 0.63
H 0.31 0.34 -0.97
H 0.01 -0.92 0.26
```


Stability check: which of them is most stable? #i.